Molecular formula: C31H21BrMnN6O4S2
Method: DFT, ωB97M-V/def2-TZVPD

Properties
- net charge = 0
- spin multiplicity = 6
- LUMO (spin up / spin down) (eV) = -1.088 / -1.086
- frontier orbital gap (spin up / spin down) (eV) = 6.7771 / 6.8361

Each line ends with the Löwdin charge.
Geometry (Å):
1 Mn 0.1342 -1.1283 -0.1452  0.902
2 C -2.3676 4.3487 3.1293  -0.043
3 C -1.7143 2.9980 3.1495  -0.272
4 C -2.4810 1.8350 3.1560  -0.052
5 C -1.8849 0.5883 3.2018  -0.049
6 C -0.5017 0.4937 3.2373  -0.283
7 C 0.2800 1.6368 3.2153  -0.049
8 C -0.3303 2.8812 3.1717  -0.033
9 S 0.2650 -1.1013 3.3133  0.608
10 O 1.6938 -0.8740 3.3767  -0.332
11 O -0.3417 -1.8464 4.3891  -0.305
12 N -0.0887 -1.7296 1.8895  -0.177
13 C -0.6173 -2.9705 1.6515  -0.373
14 C -0.9926 -3.9660 2.5678  -0.006
15 C -1.4817 -5.1516 2.0739  -0.065
16 C -1.5984 -5.3657 0.6969  -0.084
17 C -1.2096 -4.3370 -0.1318  -0.145
18 N -0.7412 -3.1768 0.3230  0.034
19 H -3.4001 4.2812 2.7923  0.075
20 H -1.8395 5.0261 2.4601  0.072
21 H -2.3669 4.7957 4.1253  0.084
22 H -3.5606 1.9097 3.1218  0.104
23 H -2.4902 -0.3081 3.2064  0.123
24 H 1.3551 1.5441 3.2345  0.111
25 H 0.2804 3.7756 3.1514  0.116
26 H -0.8930 -3.7933 3.6265  0.093
27 H -1.7734 -5.9279 2.7693  0.108
28 H -1.9740 -6.2909 0.2890  0.094
29 H -1.2764 -4.4300 -1.2097  0.105
30 S 5.4392 -1.3610 -5.6910  1.022
31 N 3.8292 -1.3352 -5.7793  -0.217
32 C 3.3739 -1.3101 -4.5337  -0.300
33 C 1.9761 -1.2783 -4.1404  -0.080
34 C 0.9176 -1.2598 -5.0523  0.022
35 C -0.3797 -1.2176 -4.5785  -0.018
36 C -0.5998 -1.2007 -3.1987  -0.076
37 N 0.4015 -1.2302 -2.3294  0.065
38 C 1.6710 -1.2597 -2.7792  -0.112
39 C 2.7489 -1.2603 -1.7582  -0.121
40 N 2.3717 -1.2240 -0.4690  0.074
41 C 3.2961 -1.2095 0.4816  -0.059
42 C 4.6616 -1.2351 0.1800  -0.011
43 C 5.0626 -1.2754 -1.1393  0.020
44 C 4.0893 -1.2859 -2.1429  -0.082
45 C 4.4025 -1.3151 -3.5614  -0.298
46 N 5.6193 -1.3435 -4.0885  -0.216
47 H 1.1357 -1.2733 -6.1108  0.122
48 H -1.2251 -1.1928 -5.2497  0.112
49 H -1.5946 -1.1455 -2.7707  0.122
50 H 2.9260 -1.1707 1.5020  0.097
51 H 5.3793 -1.2213 0.9865  0.114
52 H 6.1072 -1.2954 -1.4180  0.121
53 Br -4.3444 1.2089 0.0034  0.811
54 C -3.1248 2.6332 -0.2972  -0.587
55 C -3.6966 3.8939 -0.4283  -0.143
56 C -2.8964 5.0045 -0.6307  -0.084
57 C -1.5154 4.8590 -0.6805  -0.079
58 C -0.9603 3.6023 -0.5346  -0.020
59 C -1.7484 2.4650 -0.3568  -0.159
60 C -1.0350 1.1428 -0.2640  -0.635
61 O -1.6929 0.0748 -0.3820  -0.135
62 O 0.2120 1.1513 -0.1237  -0.047
63 H -4.7714 3.9931 -0.3707  0.093
64 H -3.3542 5.9788 -0.7365  0.105
65 H -0.8767 5.7187 -0.8302  0.103
66 H 0.1118 3.4574 -0.5600  0.118


Molecular formula: C31H21InN7O6S
Method: DFT, ωB97M-V/def2-TZVPD

Properties
- net charge = -1
- LUMO (eV) = 1.435
- frontier orbital gap (eV) = 7.1649

Each line ends with the Löwdin charge.
Geometry (Å):
1 In -0.5807 -0.2105 0.3711  0.734
2 O 4.7717 -3.0950 4.1057  -0.044
3 C 4.5503 -3.4583 2.9367  -0.691
4 O 5.0411 -4.3635 2.2450  -0.034
5 C 3.4497 -2.6287 2.2176  -0.064
6 C 2.8338 -1.5710 2.8676  0.061
7 C 1.8848 -0.8185 2.2058  -0.182
8 N 1.5374 -1.0561 0.9295  0.112
9 C 2.1470 -2.0633 0.2837  -0.167
10 C 3.0894 -2.8715 0.9043  0.070
11 C 1.8482 -2.2639 -1.1573  -0.240
12 C 1.5778 -3.5337 -1.6446  -0.009
13 C 1.2554 -3.6679 -2.9819  -0.049
14 C 1.2503 -2.5400 -3.7833  -0.054
15 C 1.5666 -1.3202 -3.2063  -0.130
16 N 1.8625 -1.1708 -1.9202  0.124
17 C 1.2640 0.3756 2.8414  -0.186
18 C 1.4282 0.6821 4.1883  0.014
19 C 0.9271 1.8770 4.6643  -0.042
20 C 0.2777 2.7423 3.7943  -0.050
21 C 0.1087 2.3407 2.4851  -0.185
22 N 0.5817 1.1827 2.0237  0.041
23 H 3.1540 -1.3663 3.8790  0.113
24 H 3.5851 -3.6686 0.3679  0.128
25 H 1.5535 -4.3788 -0.9715  0.131
26 H 0.9807 -4.6346 -3.3813  0.114
27 H 0.9923 -2.5969 -4.8322  0.100
28 H 1.5796 -0.4132 -3.8045  0.100
29 H 1.9355 -0.0067 4.8461  0.116
30 H 1.0414 2.1337 5.7094  0.111
31 H -0.1184 3.6908 4.1271  0.107
32 H -0.4482 2.9407 1.7772  0.098
33 N -4.8282 -0.2980 1.1649  0.087
34 C -3.6917 0.2816 0.7086  -0.849
35 S -2.5931 0.9852 1.8424  0.667
36 N -3.5466 0.3136 -0.6124  0.034
37 N -2.3157 0.7145 -0.9439  -0.060
38 C -2.0089 1.2109 -2.0806  -0.177
39 C -2.9783 1.4078 -3.1867  -0.176
40 C -3.5961 0.2857 -3.7329  -0.012
41 C -4.5121 0.4313 -4.7625  -0.074
42 C -4.8235 1.6955 -5.2472  -0.097
43 C -4.2181 2.8160 -4.6978  -0.089
44 C -3.2964 2.6720 -3.6699  -0.047
45 C -0.5776 1.5719 -2.2153  -0.173
46 C -0.0659 2.2186 -3.3340  -0.003
47 C 1.2717 2.5775 -3.3511  -0.055
48 C 2.0780 2.2800 -2.2657  -0.049
49 C 1.5096 1.5997 -1.2033  -0.121
50 N 0.2225 1.2690 -1.1811  0.065
51 H -4.8062 -0.5713 2.1332  0.085
52 H -5.2679 -0.9443 0.5267  0.102
53 H -3.3544 -0.6921 -3.3360  0.125
54 H -4.9886 -0.4442 -5.1840  0.103
55 H -5.5424 1.8068 -6.0489  0.097
56 H -4.4677 3.8039 -5.0638  0.098
57 H -2.8326 3.5463 -3.2283  0.117
58 H -0.7131 2.4298 -4.1724  0.111
59 H 1.6826 3.0832 -4.2160  0.110
60 H 3.1279 2.5334 -2.2461  0.108
61 H 2.0916 1.2892 -0.3461  0.108
62 O -2.6542 -3.5742 1.2427  0.071
63 C -1.8521 -2.7693 0.8225  -0.555
64 O -1.2720 -1.8391 1.5283  -0.127
65 C -1.4424 -2.7910 -0.6895  -0.541
66 O -1.5967 -3.7955 -1.3525  0.071
67 O -0.9476 -1.6717 -1.1380  -0.103


Molecular formula: C31H22Cl2CsN5O8
Method: DFT, ωB97M-V/def2-TZVPD

Properties
- net charge = -2
- LUMO (eV) = 3.613
- frontier orbital gap (eV) = 7.2576

Each line ends with the Löwdin charge.
Geometry (Å):
1 Cs -0.5502 -0.2692 -0.2378  0.939
2 O 0.6456 3.6137 6.6175  -0.078
3 C 0.8491 2.3732 6.5388  -0.660
4 O 1.4011 1.5637 7.3134  -0.065
5 C 0.1888 1.7124 5.2384  -0.071
6 C -0.6611 2.4367 4.3918  0.035
7 C -1.0444 1.8297 3.2497  -0.245
8 N -0.6911 0.6131 2.8400  0.125
9 C -0.0854 -0.0985 3.7847  -0.211
10 C 0.3799 0.3918 4.9911  0.022
11 C 0.1329 -1.5534 3.4845  -0.223
12 C 1.2328 -2.1527 4.0718  0.010
13 C 1.3709 -3.5335 3.7767  -0.062
14 C 0.5642 -4.1219 2.8496  -0.092
15 C -0.5141 -3.4158 2.3216  -0.145
16 N -0.7693 -2.1698 2.6945  0.107
17 C -1.7522 2.6609 2.2729  -0.222
18 C -1.9303 4.0453 2.4366  0.001
19 C -2.4736 4.7941 1.3877  -0.050
20 C -3.0095 4.1139 0.2852  -0.061
21 C -2.9460 2.7104 0.2051  -0.093
22 N -2.2988 2.0835 1.2131  0.058
23 H -0.9478 3.4456 4.5960  0.095
24 H 0.9068 -0.2706 5.6999  0.124
25 H 1.8868 -1.6690 4.7067  0.086
26 H 2.1611 -4.1599 4.1508  0.095
27 H 0.7638 -5.1351 2.4714  0.114
28 H -1.2297 -3.9337 1.6815  0.110
29 H -1.6807 4.5304 3.3701  0.098
30 H -2.3851 5.8040 1.4592  0.065
31 H -3.4250 4.6325 -0.5091  0.067
32 H -3.1980 2.1132 -0.6350  0.077
33 O 0.4630 -3.1648 -1.0570  0.006
34 C 0.4645 -3.7650 -2.1972  -0.500
35 O 1.1084 -4.7785 -2.4549  0.065
36 C -0.3843 -3.1202 -3.3063  -0.178
37 C -0.4884 -3.7237 -4.5712  -0.010
38 C -1.3093 -3.1048 -5.4800  -0.092
39 C -1.9761 -1.9313 -5.2223  -0.007
40 C -1.9304 -1.4528 -3.8641  -0.147
41 N -1.0752 -2.0373 -3.0134  0.131
42 C -2.7635 -0.1833 -3.5147  -0.724
43 O -3.5315 0.0646 -4.4112  -0.013
44 O -2.5774 0.4068 -2.4241  -0.164
45 H 1.2061 -3.5762 -0.4330  0.121
46 H -0.0300 -4.6297 -4.7716  0.085
47 H -1.4512 -3.5526 -6.4694  0.102
48 H -2.6438 -1.4220 -5.9226  0.110
49 C 0.3492 1.1428 -4.9733  -0.028
50 C 0.5441 2.0704 -3.7953  -0.281
51 C 1.6908 1.9717 -2.9999  -0.029
52 C 1.8464 2.8760 -1.9305  -0.141
53 N 1.0437 3.9429 -1.6927  0.067
54 C -0.0527 3.9556 -2.4755  -0.158
55 C -0.3172 3.0990 -3.5103  -0.050
56 H 0.7382 0.1362 -4.7978  0.083
57 H 0.8733 1.6280 -5.8180  0.090
58 H -0.7099 1.1277 -5.2128  0.072
59 H 2.3625 1.1236 -3.2085  0.119
60 H 2.4732 2.6165 -1.1077  0.095
61 H -0.7641 4.7549 -2.3898  0.093
62 H -1.2410 3.1476 -4.0837  0.122
63 Cl 5.1306 -3.4785 2.6008  0.495
64 C 4.3393 -2.2626 1.5182  -0.909
65 Cl 5.4271 -1.8783 0.0543  0.479
66 C 2.9301 -2.5627 0.8960  -0.800
67 O 2.3905 -1.4562 0.8437  -0.075
68 O 2.6219 -3.6929 0.4588  -0.036
69 H 4.3519 -1.2764 2.0183  0.056